(1)
115
Properties=species:S:1:pos:R:3:lowdin_charge:R:1 method="wB97M-V/def2-TZVPD" lumo_ev="2.2 / 2.0" de_lowest_kcal_mol=3.7 spin_multiplicity=4 e_tot_ev=-159189.70762 charge=-1 s2=3.798
Ti 10.33 10.11 17.20 0.9316
O 12.74 11.30 20.70 0.0931
C 11.80 10.92 20.06 -0.4239
O 12.05 10.80 18.63 -0.0997
C 10.45 10.71 20.27 -0.2286
C 9.90 11.02 21.53 -0.0163
C 8.58 10.75 21.72 -0.0747
C 7.79 10.17 20.69 -0.0411
C 8.38 9.95 19.47 -0.2312
N 9.68 10.20 19.24 0.0251
C 7.66 9.33 18.24 -0.5437
O 6.52 8.96 18.31 0.0738
O 8.46 9.26 17.17 -0.1821
H 10.60 11.50 22.27 0.1416
H 8.14 10.86 22.70 0.1005
H 6.69 10.05 20.80 0.1283
C 14.18 9.74 18.56 0.0238
C 13.37 10.86 18.16 -0.5157
O 13.66 11.69 17.34 0.1308
H 14.97 9.57 17.85 0.0927
H 13.53 8.87 18.68 0.0974
H 14.60 9.95 19.54 0.0994
C 11.28 14.02 17.09 -0.2683
Ge 9.73 12.77 17.27 0.9623
C 8.50 13.54 15.85 -0.3031
C 7.31 12.91 15.55 -0.1442
C 6.50 13.39 14.53 -0.1229
C 6.87 14.47 13.77 -0.1198
C 8.08 15.08 14.07 -0.0930
C 8.94 14.61 15.10 -0.1026
C 8.99 13.50 18.99 -0.2201
C 9.91 14.15 19.77 -0.1074
C 9.49 14.73 21.01 -0.0982
C 8.24 14.66 21.48 -0.0535
C 7.27 14.00 20.64 -0.1905
C 5.91 13.93 21.05 -0.0542
C 5.03 13.17 20.36 -0.0918
C 5.44 12.45 19.18 -0.0591
C 6.74 12.52 18.77 -0.0481
C 7.67 13.33 19.51 -0.1887
H 11.03 15.08 17.28 0.0276
H 11.86 14.02 16.21 -0.0129
H 11.94 13.67 17.93 0.0091
H 6.98 12.01 16.03 0.0863
H 5.58 12.83 14.25 0.1169
H 6.29 14.86 12.93 0.1044
H 8.39 15.92 13.45 0.0872
H 9.87 15.11 15.23 0.0723
H 10.94 14.19 19.52 0.0678
H 10.22 15.27 21.57 0.0856
H 7.87 15.25 22.40 0.1294
H 5.70 14.55 21.94 0.1051
H 4.02 12.95 20.68 0.0894
H 4.73 11.78 18.72 0.0995
H 7.17 11.89 17.99 0.0667
C 9.71 7.24 21.15 -0.0607
O 10.00 7.20 19.76 -0.0924
C 11.16 6.55 19.38 -0.2058
C 12.20 6.20 20.19 -0.0257
C 13.33 5.57 19.61 -0.0922
C 13.42 5.39 18.22 -0.1129
C 12.40 5.81 17.40 -0.0208
C 11.25 6.39 17.97 -0.1542
N 10.13 6.72 17.20 0.0672
C 10.09 6.88 15.83 -0.0575
C 11.14 7.42 15.03 -0.1856
C 11.44 7.03 13.70 -0.0633
C 12.60 7.30 12.97 -0.1183
C 13.55 8.14 13.57 -0.0907
C 13.27 8.64 14.85 -0.0274
C 12.07 8.42 15.50 -0.3518
O 11.83 9.13 16.59 -0.2228
H 9.85 6.30 21.66 0.0888
H 8.67 7.54 21.22 0.0909
H 10.26 7.99 21.66 0.0803
H 12.15 6.24 21.22 0.0834
H 14.16 5.17 20.23 0.1016
H 14.33 5.01 17.76 0.1005
H 12.38 5.56 16.35 0.1164
H 9.32 6.90 17.77 0.1293
H 9.11 6.63 15.37 0.1307
H 10.70 6.35 13.30 0.1017
H 12.77 6.90 11.99 0.0795
H 14.45 8.42 13.04 0.0873
H 13.93 9.38 15.33 0.1180
C 12.51 8.85 8.76 -0.0567
C 11.16 9.35 9.24 -0.2723
C 10.37 8.68 10.18 0.0015
C 9.12 9.25 10.52 -0.0055
C 8.69 10.43 9.95 -0.2748
N 7.38 10.99 10.21 0.1439
C 6.62 11.00 11.35 -0.5294
O 5.40 11.10 11.28 0.0385
N 7.19 10.84 12.60 0.1487
C 8.54 11.01 13.05 -0.2051
C 9.45 11.87 12.50 -0.0369
C 10.63 11.98 13.11 -0.0399
C 10.88 11.39 14.36 -0.0932
N 9.94 10.61 14.97 -0.0193
C 8.84 10.34 14.28 -0.0436
C 9.46 11.09 9.02 -0.0260
C 10.70 10.53 8.70 -0.0510
H 12.97 9.43 7.97 0.0648
H 12.48 7.77 8.41 0.0926
H 13.19 8.84 9.63 0.0801
H 10.73 7.82 10.65 0.0764
H 8.55 8.83 11.35 0.1218
H 6.84 11.13 9.41 0.1282
H 6.53 10.86 13.37 0.1350
H 9.19 12.54 11.69 0.1319
H 11.41 12.66 12.75 0.1184
H 11.85 11.45 14.90 0.1278
H 8.08 9.76 14.81 0.1230
H 9.19 12.07 8.59 0.1235
H 11.32 11.04 8.01 0.0917

=====

(2)
88
Properties=species:S:1:pos:R:3:lowdin_charge:R:1 method="wB97M-V/def2-TZVPD" lumo_ev=2.1 de_lowest_kcal_mol=7.0 e_tot_ev=-249566.11456 charge=-1
Ti 0.03 0.81 -0.13 0.7617
C -4.59 -1.51 1.00 -0.0835
C -3.71 -2.74 0.89 -0.2751
N -2.45 -2.46 0.23 -0.1667
C -1.38 -3.37 0.59 -0.2548
C -1.63 -4.85 0.27 -0.0793
C -2.55 -2.22 -1.20 -0.1750
C -1.99 -0.87 -1.63 -0.2175
N -0.55 -0.72 -1.33 -0.0972
C 0.32 -1.45 -2.07 -0.1862
C 1.67 -1.41 -1.69 -0.1941
F 1.94 -0.60 -0.64 0.0081
C 2.70 -2.05 -2.31 -0.2281
F 3.95 -1.89 -1.82 0.0961
C 2.48 -2.84 -3.42 0.0552
C 1.17 -2.91 -3.84 -0.2192
F 0.86 -3.65 -4.92 0.0784
C 0.12 -2.25 -3.22 -0.1393
F -1.10 -2.41 -3.77 0.0714
H -5.50 -1.72 1.57 0.0679
H -4.91 -1.15 0.01 0.0683
H -4.04 -0.70 1.48 0.0511
H -4.27 -3.55 0.38 0.1112
H -3.49 -3.11 1.89 0.1128
H -1.17 -3.26 1.66 0.1042
H -0.48 -3.03 0.08 0.0863
H -2.42 -5.26 0.90 0.0631
H -0.73 -5.44 0.44 0.0688
H -1.93 -4.99 -0.77 0.0668
H -3.60 -2.24 -1.50 0.1216
H -2.06 -3.03 -1.76 0.1030
H -2.51 -0.10 -1.09 0.0510
H -2.18 -0.70 -2.69 0.1130
H 3.27 -3.36 -3.93 0.1286
Br 3.14 3.84 1.88 0.8151
C 3.47 3.22 0.12 -0.5843
C 4.66 3.63 -0.51 -0.1746
C 4.91 3.27 -1.80 -0.6277
Br 6.53 3.85 -2.60 0.7425
C 3.98 2.50 -2.53 -0.1797
C 4.12 2.13 -3.89 -0.0366
C 3.14 1.42 -4.51 -0.0357
C 2.01 1.03 -3.76 -0.1184
N 1.86 1.33 -2.50 0.0752
C 2.81 2.08 -1.88 -0.1361
C 2.54 2.43 -0.51 -0.3707
O 1.42 2.05 0.05 -0.2567
H 5.37 4.23 0.04 0.0908
H 5.01 2.44 -4.43 0.0750
H 3.22 1.14 -5.55 0.1033
H 1.22 0.44 -4.21 0.1194
S -0.83 2.35 -1.94 0.6886
C -2.21 3.22 -1.35 -0.6862
C -2.82 4.25 -2.09 -0.1343
C -3.92 4.93 -1.59 -0.1227
C -4.44 4.59 -0.34 -0.1236
C -3.85 3.58 0.39 -0.1340
C -2.74 2.89 -0.11 -0.6467
S -2.03 1.60 0.84 0.7663
H -2.40 4.51 -3.05 0.0913
H -4.37 5.73 -2.17 0.0881
H -5.30 5.12 0.05 0.0873
H -4.24 3.31 1.37 0.0941
C 1.75 -1.25 4.00 -0.1656
Si 1.81 -0.96 2.15 0.4031
C 3.41 -0.05 1.87 -0.1598
C 1.98 -2.68 1.42 -0.1559
N 0.39 -0.05 1.65 -0.1891
C -0.27 0.47 2.81 -0.5005
C -1.29 -0.26 3.42 -0.0907
C -1.95 0.24 4.53 -0.0924
C -1.60 1.47 5.07 -0.1092
C -0.57 2.20 4.47 -0.0871
C 0.08 1.70 3.36 -0.0801
H 2.66 -1.80 4.29 0.0335
H 0.88 -1.85 4.30 0.0321
H 1.72 -0.32 4.56 0.0362
H 4.22 -0.64 2.30 0.0353
H 3.40 0.92 2.38 0.0045
H 3.65 0.13 0.82 0.0218
H 3.04 -2.96 1.47 0.0388
H 1.66 -2.78 0.39 0.0040
H 1.41 -3.40 2.02 0.0288
H -1.58 -1.20 2.98 0.1021
H -2.76 -0.33 4.98 0.0956
H -2.12 1.87 5.93 0.0887
H -0.29 3.17 4.87 0.0977
H 0.86 2.28 2.87 0.0664

=====

(3)
7
Properties=species:S:1:pos:R:3:lowdin_charge:R:1 method="wB97M-V/def2-TZVPD" lumo_ev="-5.8 / -5.7" de_lowest_kcal_mol=0.0 spin_multiplicity=5 e_tot_ev=-22488.60102 charge=+1 s2=6.004
O -1.37 0.29 0.48 -0.1463
O 0.22 -1.08 1.14 -0.1455
C -0.23 -0.23 0.32 -0.7416
Nd -1.99 -1.14 2.67 1.8302
C 1.51 0.78 -1.40 0.1136
C 0.62 0.23 -0.77 -0.0061
H 1.24 1.15 -2.43 0.0956

=====

(4)
24
Properties=species:S:1:pos:R:3:lowdin_charge:R:1 method="wB97M-V/def2-TZVPD" lumo_ev=0.6 de_lowest_kcal_mol=60.7 smiles="CC[C@](O)(N(C)C)S(=O)(=O)O" e_tot_ev=-25908.21088
C 0.71 -2.20 -0.65 -0.0397
C -0.55 2.03 -0.59 -0.0871
C -1.56 0.13 0.61 -0.0443
C 1.10 -1.26 0.48 -0.1725
C 0.89 0.23 0.29 -0.5702
N -0.34 0.84 0.20 -0.1867
O 2.99 -0.12 -1.52 -0.2735
O 2.18 2.09 -1.15 -0.2956
O 0.96 0.56 -2.65 -0.1187
O 1.77 0.87 1.23 -0.0331
S 1.85 0.71 -1.24 0.7196
H 1.07 -1.87 -1.51 0.0199
H 1.15 -3.12 -0.45 0.0750
H -0.28 -2.32 -0.58 0.0354
H -1.27 2.67 -0.13 0.0820
H 0.33 2.61 -0.63 0.0484
H -0.93 1.83 -1.62 0.1050
H -1.81 -0.84 0.19 0.0675
H -1.48 -0.12 1.72 0.1052
H -2.44 0.83 0.52 0.1023
H 2.22 -1.39 0.81 0.1591
H 0.69 -1.53 1.50 0.1412
H 1.29 1.18 -3.17 -0.0084
H 1.43 1.80 1.53 0.1692